# 1
Below is a 5-piece molecular cluster, C28H51FN3O18PS6 overall at a distorted geometry, with properties calculated with ωB97M-V/def2-TZVPD.

Calculated values
E_tot = -5446.05119 Eh
HOMO energy = -8.4 eV
Total charge = 0
SMILES = CCCCN(CCCC[C@](C#N)(P(C)O)[C@@](O)(C#N)[C@@H](F)CC)C(=S)SCCC.O=S1(=O)OCCO1.O=S1(=O)OCCO1.O=S1(=O)OCCO1.O=S1(=O)OCCO1
Relative energy (zero: lowest compared OMol25 entry of this formula, charge and spin) = 636.6 kJ/mol
LUMO level = -0.137 eV

Last column: Löwdin charge in e.
Geometry (Å):
C -0.30543 -4.86880 -3.43093  -0.13
C -1.74877 -4.97105 -2.67568  -0.23
C -2.62406 -3.68813 -3.15019  -0.20
C -2.15226 -2.29432 -2.48942  -0.21
N -2.30161 -2.22379 -1.00027  -0.22
C -2.04460 -0.81770 -0.54374  -0.22
C -0.50826 -0.68941 -0.06476  -0.16
C -0.34776 -0.18378 1.49111  -0.16
C 0.35856 1.24472 1.58147  -0.18
C 1.90391 1.30152 2.01944  -0.39
C 2.34079 2.80421 1.52386  -0.18
N 2.71396 3.91529 1.19915  0.15
P 3.06988 0.17207 0.97754  0.99
C 3.01838 0.95085 -0.76132  -0.26
O 2.48428 -1.43059 0.83676  -0.32
C 2.22520 1.28683 3.59674  -0.34
O 3.23242 2.30154 3.92741  -0.05
C 0.95902 1.76349 4.51526  -0.07
N -0.02775 2.21593 5.06744  0.14
C 2.66132 -0.12615 4.23078  -0.22
F 1.95052 -1.28168 3.73067  -0.05
C 4.22158 -0.48012 4.20564  -0.18
C 4.55389 -1.94476 4.85643  -0.10
C -3.67046 -2.68831 -0.57892  -0.97
S -5.05573 -1.73527 -0.83379  0.64
S -3.71869 -4.35239 0.22806  0.84
C -5.41120 -5.10782 0.09750  -0.49
C -6.05655 -5.07643 -1.38293  -0.30
C -7.67959 -4.96774 -1.19407  -0.13
H 0.41433 -4.25667 -2.76146  0.07
H 0.18605 -5.89428 -3.58190  0.08
H -0.40662 -4.27218 -4.41362  0.06
H -2.27078 -5.90872 -3.11485  0.11
H -1.60362 -5.02937 -1.53761  0.07
H -2.44515 -3.58273 -4.29904  0.08
H -3.75833 -3.89746 -3.04269  0.09
H -1.04011 -2.14518 -2.75120  0.13
H -2.73404 -1.45739 -3.05016  0.13
H -2.16495 -0.09529 -1.45001  0.12
H -2.77117 -0.43464 0.25511  0.10
H -0.02573 -1.74440 -0.16084  0.11
H 0.04417 -0.01875 -0.81222  0.09
H 0.14977 -1.05209 2.03657  0.10
H -1.42776 -0.08244 1.90722  0.12
H 0.33871 1.67814 0.49757  0.11
H -0.34409 1.95403 2.16395  0.11
H 3.80662 1.80302 -0.73605  0.04
H 1.95817 1.37026 -0.98971  0.05
H 3.24971 0.19489 -1.59076  0.07
H 2.50714 -1.62238 -0.14178  0.07
H 4.08664 2.10660 3.47839  0.10
H 2.37859 -0.06524 5.35994  0.17
H 4.79095 0.27481 4.88423  0.13
H 4.72633 -0.45756 3.18180  0.06
H 5.17557 -1.86049 5.83060  0.08
H 3.60500 -2.53401 5.13714  0.08
H 5.12940 -2.59827 4.10169  0.08
H -5.31431 -6.23247 0.38088  0.10
H -6.07243 -4.63715 0.90880  0.08
H -5.69392 -4.21275 -2.04015  0.05
H -5.76540 -6.05437 -1.92951  0.11
H -7.92056 -4.19295 -0.37323  0.08
H -8.10716 -6.00019 -0.92770  0.08
H -8.11117 -4.63715 -2.20944  0.07
O -1.02669 -5.62492 -6.67903  -0.22
S -2.31734 -5.00086 -6.66954  0.64
O -3.22765 -5.10946 -5.57050  -0.23
O -3.09620 -5.42690 -8.02929  -0.19
C -3.44061 -4.25585 -8.77000  -0.17
C -2.38046 -3.22498 -8.41046  -0.17
O -2.12354 -3.42665 -7.02099  -0.20
H -4.43381 -3.92924 -8.44853  0.13
H -3.45903 -4.47296 -9.83899  0.14
H -2.71349 -2.20341 -8.59617  0.14
H -1.45012 -3.40879 -8.95625  0.13
O -5.02576 3.42996 1.42380  -0.23
S -4.44167 4.71704 1.66739  0.65
O -5.06190 5.94225 1.25963  -0.23
O -2.91747 4.69504 1.10693  -0.19
C -2.01305 4.99189 2.17127  -0.17
C -2.70595 4.50740 3.43641  -0.18
O -4.08513 4.82342 3.24878  -0.19
H -1.85897 6.07438 2.19542  0.13
H -1.05588 4.49335 2.00828  0.12
H -2.31894 4.99036 4.33417  0.14
H -2.61925 3.42165 3.54177  0.12
O 6.37007 -0.91518 0.25575  -0.23
S 6.59798 0.45727 0.60240  0.61
O 6.12497 1.04239 1.82240  -0.27
O 6.10965 1.38152 -0.64025  -0.23
C 7.20436 2.16992 -1.10954  -0.16
C 8.45084 1.35679 -0.79307  -0.17
O 8.18926 0.75616 0.47517  -0.19
H 7.20123 3.11707 -0.56254  0.14
H 7.10118 2.36802 -2.17740  0.14
H 9.34942 1.97283 -0.74949  0.14
H 8.59511 0.55491 -1.52337  0.13
O -0.09420 9.80208 4.12859  -0.23
S 0.62548 9.01871 3.16716  0.65
O 0.60339 9.29796 1.76243  -0.22
O 0.23617 7.45793 3.39228  -0.21
C 1.41840 6.70567 3.67338  -0.17
C 2.37209 7.68790 4.33746  -0.17
O 2.17455 8.92149 3.64675  -0.19
H 1.82393 6.34107 2.72504  0.12
H 1.18577 5.85647 4.31814  0.13
H 3.41250 7.36939 4.26707  0.14
H 2.10992 7.84352 5.38836  0.13



# 2
Below is one molecule with the formula C5H8N2 at a distorted geometry, with properties calculated with ωB97M-V/def2-TZVPD.

Calculated values
E_tot = -304.72945 Eh
HOMO energy = -8.9 eV
Total charge = 0
SMILES = C[C@@]1(C=C=N)CN1
Relative energy (zero: lowest compared OMol25 entry of this formula, charge and spin) = 278.4 kJ/mol
LUMO level = 0.826 eV

Last column: Löwdin charge in e.
Geometry (Å):
C 1.22084 -0.31380 0.78851  -0.03
C -0.12015 0.23350 0.35052  -0.54
C -0.17554 0.80334 -1.02427  -0.05
C 0.53181 0.31958 -2.00488  -0.20
N 0.95468 -0.33398 -2.96482  0.13
C -1.34617 -0.37736 0.93195  -0.12
N -0.94411 0.98405 1.28571  0.04
H 1.55890 -1.11572 0.12048  0.08
H 1.97814 0.47678 0.77230  0.09
H 1.15692 -0.72811 1.80085  0.08
H -0.91832 1.55281 -1.26337  0.12
H 0.08188 -0.88678 -3.00557  0.08
H -1.21431 -1.16893 1.66957  0.10
H -2.25612 -0.46156 0.34186  0.10
H -0.50843 1.01617 2.20117  0.09



# 3
Below is a 3-piece molecular cluster, C14H25FN3O6P overall at a distorted geometry, with properties calculated with ωB97M-V/def2-TZVPD.

Calculated values
E_tot = -1605.38331 Eh
HOMO energy = -10.0 eV
Total charge = 0
SMILES = N#C[C@H](CCF)[C@@H](C#N)P(=N)(O)O.CCOC(C)=O.CCOC(C)=O
LUMO level = -0.244 eV

Last column: Löwdin charge in e.
Geometry (Å):
N 2.86573 2.99678 4.18022  0.17
C 2.28424 2.68068 3.27992  -0.21
C 1.68650 2.23357 1.94776  -0.29
C 0.17865 1.90211 2.23035  -0.13
C -0.70297 2.24619 1.01139  -0.18
F -1.23665 3.54489 1.15378  -0.08
C 2.54029 1.01356 1.45228  -0.26
C 1.71036 -0.02572 0.74746  -0.21
N 1.22677 -0.95383 0.33435  0.21
P 3.94646 1.66822 0.38743  0.56
N 4.27699 3.16772 0.65609  -0.16
O 3.66162 1.37976 -1.20935  -0.15
O 5.24172 0.77467 0.76598  -0.14
H 1.74032 3.11076 1.27555  0.13
H -0.13888 2.58595 3.04596  0.13
H 0.01729 0.88120 2.62498  0.13
H -1.57400 1.57437 0.89546  0.12
H -0.16092 2.23910 0.04490  0.12
H 3.01407 0.57706 2.35666  0.14
H 4.21767 3.69283 -0.21438  0.00
H 2.90062 1.89961 -1.51163  0.08
H 5.83807 1.25335 1.36215  0.09
C -5.99493 3.81978 -1.79524  -0.06
C -5.23163 3.39513 -0.55785  -0.23
O -4.88442 2.00652 -0.61086  0.00
C -3.77403 1.53372 -1.20333  -0.54
C -2.99709 2.43868 -2.12650  0.01
O -3.45514 0.38431 -1.05468  0.10
H -5.39063 3.71244 -2.69721  0.07
H -6.30983 4.86104 -1.71289  0.08
H -6.87899 3.19461 -1.92807  0.08
H -4.34962 4.01245 -0.37823  0.11
H -5.87073 3.50950 0.31772  0.12
H -3.37072 2.32338 -3.14369  0.10
H -1.94967 2.14221 -2.09668  0.08
H -3.02695 3.48759 -1.83905  0.07
C 0.93492 -4.12843 -0.47964  -0.08
C 1.35326 -5.09547 0.60744  -0.23
O 0.66356 -6.34590 0.49153  0.00
C 1.08186 -7.36416 -0.28273  -0.53
C 2.14677 -7.10606 -1.32011  0.01
O 0.55250 -8.43864 -0.19031  0.10
H 1.19266 -4.50388 -1.47179  0.07
H 1.41662 -3.16452 -0.34043  0.03
H -0.14645 -3.98534 -0.46480  0.09
H 2.43413 -5.24692 0.63772  0.11
H 1.07198 -4.68898 1.57938  0.12
H 1.67072 -6.82427 -2.25897  0.09
H 2.70957 -8.02623 -1.46823  0.09
H 2.86833 -6.34537 -1.02983  0.07



# 4
Below is a 5-piece molecular cluster, C18H45N9O2P2 overall at a distorted geometry, with properties calculated with ωB97M-V/def2-TZVPD.

Calculated values
E_tot = -2038.91040 Eh
HOMO energy = -8.4 eV
Total charge = 0
SMILES = CN(C)P(=O)(N(C)C)N(C)C.CN(C)P(=O)(N(C)C)N(C)C.CC#N.CC#N.CC#N
Relative energy (zero: lowest compared OMol25 entry of this formula, charge and spin) = 0.0 kJ/mol
LUMO level = 0.473 eV

Last column: Löwdin charge in e.
Geometry (Å):
C 0.68040 -0.35197 -5.36899  -0.09
N 0.15426 0.54043 -4.34337  -0.31
C 0.64844 1.89314 -4.35278  -0.12
P -0.68462 -0.13065 -3.11213  0.47
O 0.05519 -0.91870 -2.13907  -0.26
N -1.43077 1.16841 -2.42695  -0.30
C -2.08537 2.22373 -3.10621  -0.12
C -1.79118 1.01766 -1.04895  -0.12
N -1.80760 -1.05466 -3.89809  -0.31
C -2.56662 -0.55795 -5.02701  -0.11
C -2.30736 -2.24687 -3.32510  -0.14
H 1.48376 -0.97596 -4.96018  0.09
H 1.03456 0.21874 -6.22223  0.08
H -0.09763 -1.02844 -5.73230  0.07
H 1.71262 1.87231 -4.63366  0.09
H 0.58024 2.33694 -3.36700  0.08
H 0.17490 2.52435 -5.11706  0.08
H -3.14822 1.97831 -3.28419  0.09
H -2.01656 3.13193 -2.51760  0.09
H -1.69621 2.32887 -4.11274  0.06
H -0.97826 0.52131 -0.53408  0.04
H -1.97032 1.98388 -0.56286  0.09
H -2.74585 0.48339 -0.92706  0.08
H -2.13613 0.36144 -5.40888  0.07
H -2.60679 -1.32461 -5.80552  0.09
H -3.60127 -0.30444 -4.73974  0.09
H -1.54911 -2.75280 -2.72306  0.08
H -2.52462 -2.98880 -4.10994  0.09
H -3.19893 -2.11274 -2.70493  0.07
C 0.19052 0.45748 3.31604  -0.14
N 1.33579 1.29987 3.58560  -0.31
C 1.22597 2.05187 4.79321  -0.12
P 2.52820 1.69000 2.49573  0.48
O 3.75719 2.20119 3.14849  -0.28
N 2.67767 0.27610 1.67306  -0.31
C 3.00479 -0.90060 2.40399  -0.13
C 3.10997 0.26738 0.26280  -0.08
N 1.93995 2.77208 1.39796  -0.31
C 2.46932 4.13856 1.39283  -0.09
C 0.72161 2.53579 0.66549  -0.13
H -0.72608 1.04709 3.13600  0.09
H -0.01919 -0.13423 4.21680  0.07
H 0.36784 -0.20850 2.48043  0.04
H 0.25552 2.57301 4.85120  0.08
H 2.06055 2.74244 4.85076  0.07
H 1.21225 1.38922 5.67330  0.09
H 2.85347 -1.80911 1.82241  0.07
H 4.09289 -0.92241 2.61817  0.10
H 2.53326 -0.86696 3.38394  0.08
H 2.83025 -0.67838 -0.20072  0.08
H 2.65299 1.10258 -0.26713  0.06
H 4.20196 0.39623 0.16516  0.09
H 1.81634 4.78434 0.81658  0.08
H 2.51305 4.54965 2.40701  0.08
H 3.48940 4.11989 1.00914  0.08
H 0.76510 2.96298 -0.33638  0.09
H -0.13276 2.96844 1.21560  0.09
H 0.50966 1.47399 0.63305  0.05
C 2.26073 -4.47361 3.19792  -0.09
C 1.73847 -5.67520 3.83078  -0.28
N 1.32063 -6.61535 4.36449  0.12
H 2.09898 -4.53927 2.12218  0.08
H 3.30224 -4.28787 3.42343  0.08
H 1.64208 -3.63793 3.53101  0.08
C -4.63013 -1.32802 2.80614  -0.08
C -3.37358 -1.51322 3.48571  -0.28
N -2.34992 -1.60957 3.99810  0.15
H -4.83427 -0.27194 2.67675  0.09
H -5.44880 -1.72395 3.41703  0.09
H -4.63111 -1.90921 1.89191  0.05
C -0.68744 -2.13830 0.65116  -0.06
C -2.06100 -2.02580 0.23432  -0.27
N -3.17414 -1.95527 -0.04299  0.16
H -0.06443 -1.53664 -0.01073  0.05
H -0.38264 -3.17214 0.77311  0.09
H -0.54407 -1.70295 1.65081  0.05